(1)
C31H31BHgN10OS2 | wB97M-V/def2-TZVPD

orbital gap (alpha / beta): 3.90 / 5.70 eV
maximum force: 0.877 eV Å⁻¹
⟨S²⟩: 0.769
2S+1: 2
total charge: -1

Cartesian coordinates (Å):
Hg 0.03615 0.40721 -0.13113
S 1.76888 -1.51263 -1.22771
S 1.92729 0.82818 1.80449
O 0.09961 3.84929 -0.15973
N -1.68944 -0.51643 -1.22565
N -0.27607 4.75312 1.87783
N -0.82930 2.48618 1.43142
N 3.84264 1.33302 -0.05441
N 2.51267 -2.72466 1.16787
N -0.98629 -1.32541 1.29140
N -1.68849 1.17976 3.07510
N -0.08601 1.36502 -2.43560
N 0.72778 -3.54395 0.23148
N 4.02770 -0.65740 0.79468
C -2.67223 -2.93171 2.87270
C 2.06476 -3.78245 1.93976
C 0.95931 -4.29325 1.36430
C -1.47585 -0.30770 -5.43379
C 3.32910 2.66403 -0.30509
C -1.12603 2.33522 2.70476
C 0.59611 2.33622 -2.98264
C -4.42202 -2.73522 1.10744
C -1.62848 -0.49824 -2.56264
C -2.23994 -1.67041 0.81881
C 0.19741 6.02976 1.36254
C 3.30674 0.47614 0.84898
C -1.37429 -2.59560 3.30140
C 5.00666 -0.51455 -0.16410
C -0.78360 0.62326 -4.62982
C -2.15346 -1.32768 -4.81385
C -0.53259 4.57186 3.18965
C -0.40165 -3.71624 -0.66502
C 0.64028 2.54532 -4.37134
C -3.13820 -2.45449 1.60399
C -2.23263 -1.43096 -3.42087
C -3.94684 -1.48023 -0.89625
C 1.69942 -2.60052 0.09866
C 4.90153 0.71773 -0.70128
C -0.80830 0.51959 -3.21167
C -0.03545 1.68301 -5.18394
C -4.82388 -2.21980 -0.11726
C -2.62628 -1.23770 -0.47940
C -0.94745 3.38884 3.66281
C -0.33022 3.66704 0.97141
C -0.57906 -1.80627 2.50850
B 3.80010 -1.93999 1.63784
H 2.55967 -4.04749 2.85958
H 3.97249 3.15418 -1.03380
H 5.46238 1.20921 -1.47835
H -0.38948 5.43673 3.82453
H -1.44672 -0.21743 -6.51358
H -0.98649 -2.95659 4.24882
H -5.09877 -3.33565 1.70737
H -0.54603 -2.79509 -1.22144
H -0.29466 6.24260 0.41897
H 4.77503 -2.65340 1.48039
H 3.30930 3.23515 0.62070
H 0.42681 -1.53145 2.81518
H -0.01113 1.79826 -6.26251
H 3.63109 -1.63806 2.79850
H -2.65351 -2.07795 -5.41758
H -1.29511 -3.92410 -0.07967
H 0.28778 -5.07288 1.68131
H 5.67686 -1.32390 -0.39925
H 1.12101 3.00140 -2.30753
H -5.83065 -2.40287 -0.48062
H -1.66131 0.41753 2.38850
H -0.03331 6.80953 2.08499
H 1.27118 6.00543 1.17811
H -4.28347 -1.06893 -1.83963
H -3.32966 -3.54191 3.48281
H -1.16673 3.24390 4.70971
H -1.60911 0.89327 4.03607
H 2.30846 2.61915 -0.67655
H -2.77275 -2.25672 -2.98128
H 1.21319 3.37297 -4.77187
H -0.21645 -4.53118 -1.36649

Forces on atoms 1 to 3 (eV/Å):
0.43 -0.48 0.60
0.23 0.08 -0.13
-0.14 0.05 -0.32

Atom charges from the Löwdin analysis, given in e for atoms 1 to 6:
1 Hg 0.920
2 S 0.599
3 S 0.617
4 O 0.020
5 N -0.046
6 N -0.051

=====

(2)
C31H31F4O17P | wB97M-V/def2-TZVPD

orbital gap: 6.57 eV
maximum force: 8.593 eV Å⁻¹
structure (SMILES): CCOCCOc1cccc2c1C(=O)c1c(cccc1P(C)O)C2=O.O=C1OC[C@@H](F)O1.O=C1OC[C@@H](F)O1.O=C1OC[C@@H](F)O1.O=C1OC[C@@H](F)O1
2S+1: 1

Cartesian coordinates (Å):
P -5.45914 -4.00506 3.65176
F 4.39579 -9.78241 2.87828
F 6.01124 6.07889 -6.30954
F -3.27903 6.92616 -2.27046
F 4.55725 4.79260 -3.27043
O 0.96630 -1.99567 2.71322
O 4.31792 5.34588 0.09097
O 5.65079 4.27312 -1.38644
O 7.91849 2.26881 -7.55818
O 8.70237 3.97716 -6.25512
O 2.26159 -9.15681 2.61574
O 0.01074 6.59652 -3.12555
O -4.61806 -0.38971 3.35693
O -1.43119 5.90049 -1.52979
O 0.68380 5.04418 -1.58668
O 6.27556 4.40318 0.80500
O 2.30189 -7.26911 3.85874
O 0.31405 -8.04205 3.03295
O -1.71451 0.66872 3.14064
O -5.26383 -2.82667 4.89436
O 6.56885 4.02309 -7.00081
O -5.97135 0.30435 -2.10799
C -1.94775 7.08364 -2.09565
C -1.25694 1.83142 0.76982
C 1.35652 -3.05794 1.77311
C 3.76386 5.53566 -1.19548
C -6.70277 -4.39649 0.92540
C 1.41792 -4.51742 2.54766
C -7.10429 -4.07101 -0.62900
C -5.77831 -1.59703 -0.28838
C 3.60512 -7.81615 3.87611
C -0.34457 0.12685 3.16617
C 4.38191 4.42928 -1.98012
C -0.17424 5.78178 -2.04229
C 5.48439 4.65415 -0.08883
C 6.68355 4.96094 -5.95479
C -2.17744 0.84363 1.75403
C -3.55808 0.15471 1.15071
C -5.84429 -3.36374 1.92493
C -3.01016 1.47476 -1.40801
C -7.12607 -4.87615 4.19017
C -5.38696 -1.93358 1.30371
C -1.24662 7.17740 -3.40764
C -4.56511 -0.79607 2.09777
C -1.64738 2.18816 -0.79358
C 8.14904 5.22279 -5.88069
C -6.63454 -2.63252 -1.25544
C 7.74405 3.33357 -6.98921
C -5.29020 -0.18401 -1.03897
C -3.92110 0.49923 -0.43243
C 3.59664 -8.70960 2.68305
C -0.19836 -1.22891 2.20965
C 1.52246 -8.14957 3.15964
H 8.47025 5.50814 -4.87531
H -7.04894 -5.33255 5.26396
H -0.28861 2.34762 1.21070
H -6.11781 -2.31865 5.02321
H -0.04800 -0.86204 1.08558
H 0.02247 -0.20768 4.24084
H -0.97520 2.91628 -1.43406
H 4.36131 -7.03001 3.80164
H 4.04317 6.52681 -1.56829
H -7.47554 -5.69547 3.43547
H 0.47651 0.88340 2.77136
H 6.25525 4.54342 -5.03732
H -1.75698 7.92705 -1.42350
H 3.86524 -8.20994 1.74619
H -7.02617 -5.47656 1.32023
H 2.67311 5.46626 -1.16670
H 3.83314 3.48276 -1.93038
H 1.82348 -4.40932 3.65615
H -6.88060 -2.39916 -2.38959
H 2.17129 -5.20129 1.93369
H 0.60625 -3.13844 0.86469
H 0.36266 -5.06571 2.54546
H -1.74368 6.60183 -4.19570
H 3.75702 -8.36218 4.81321
H 8.47801 5.99288 -6.58648
H -1.13394 8.21092 -3.74608
H -1.21147 -1.82758 2.23459
H -7.71030 -4.84700 -1.30431
H -7.90189 -3.97267 4.25562
H -3.30431 1.72826 -2.52368
H 2.43443 -2.88275 1.28984

Forces on atoms 1 to 3 (eV/Å):
0.30 -0.74 1.31
0.21 -0.17 -0.18
-0.30 0.18 0.06

Atom charges from the Löwdin analysis, given in e for atoms 1 to 6:
1 P 0.856
2 F 0.080
3 F 0.079
4 F 0.088
5 F 0.072
6 O -0.216

=====

(3)
C31H31F5LuN2O7S | wB97M-V/def2-TZVPD

orbital gap (alpha / beta): 6.15 / 7.72 eV
maximum force: 1.229 eV Å⁻¹
⟨S²⟩: 0.773
2S+1: 2

Cartesian coordinates (Å):
Lu 1.00001 0.49940 0.56529
S 2.86250 -1.38928 0.29845
F -0.90658 -2.25746 7.13367
F -0.83756 -3.44633 4.67801
F 0.94926 1.64744 5.24363
F -0.00067 0.31849 7.38480
F 0.09662 -2.13911 2.53284
O -0.31306 -1.05256 -2.88472
O 0.00507 -1.22384 -0.16520
O 1.03826 0.47109 2.79706
O 1.73744 1.66409 -0.97867
O 2.96690 1.82308 1.45609
O -1.44971 0.78185 1.43556
O 0.30428 2.83236 1.32800
N -2.10364 0.75012 -1.75156
N 0.48062 -2.46021 -0.23581
C 1.93122 2.44359 -4.51811
C 1.32337 -5.03827 -0.39125
C 1.32388 3.47685 2.09891
C -0.38312 -2.19579 4.82613
C -2.31834 -0.31832 1.68413
C -4.29050 -1.13181 -4.03639
C -1.02470 3.08387 1.76349
C 0.11081 -1.51390 3.72642
C -2.49296 -0.17180 -2.72287
C -1.58775 -1.05687 -3.34258
C -0.33315 1.87572 -3.95937
C -2.04260 -1.92103 -4.32966
C 0.03656 -0.29368 6.19681
C 0.52557 0.37446 5.09023
C 0.61058 2.23434 -4.90554
C 3.65890 1.43344 2.64159
C 1.38185 1.90084 -2.23100
C 2.20979 -4.03561 -0.11065
C -3.83712 -0.24056 -3.07781
C 1.80082 -2.69039 -0.02166
C -0.41773 -3.43032 -0.51338
C -1.63020 1.84055 2.36925
C 0.58940 -0.20138 3.80765
C 2.64702 3.20615 1.42121
C -0.02824 -4.73623 -0.60138
C -3.38664 -1.96218 -4.67753
C -0.88617 1.36509 -1.57905
C 0.70522 -1.57729 -3.71255
C 2.31495 2.28242 -3.19343
C 0.02630 1.72060 -2.61206
C -0.42185 -1.59647 6.07448
H 0.65411 -2.66957 -3.76601
H 4.62255 1.94966 2.67975
H 2.67078 2.72600 -5.25642
H 3.07242 1.65072 3.53570
H -3.71979 -2.65012 -5.44174
H -1.36571 1.73248 -4.25212
H -2.81494 0.97057 -1.07298
H 1.66735 -6.06122 -0.44849
H -0.76162 -5.49453 -0.82514
H -1.59738 3.39964 0.88660
H 3.43697 3.78440 1.91485
H -1.04203 3.89928 2.49201
H -0.73890 1.80031 -0.59760
H 0.64434 -1.15237 -4.71825
H -2.70149 2.00920 2.53589
H -1.41904 -3.06003 -0.67044
H -3.35765 -0.01654 1.51931
H 3.34490 2.40942 -2.88842
H -1.16299 1.57757 3.32288
H 1.64320 -1.27845 -3.24881
H -5.34038 -1.15501 -4.29133
H 1.30963 3.07992 3.11943
H 3.25592 -4.24267 0.05872
H -2.20233 -0.67279 2.71251
H -1.33745 -2.58340 -4.81086
H -4.53079 0.44718 -2.60803
H 1.12859 4.55510 2.11581
H 2.60278 3.48225 0.36753
H 0.31700 2.36425 -5.93901
H 3.81231 0.35867 2.58203
H -2.03526 -1.10505 0.99117

Forces on atoms 1 to 3 (eV/Å):
0.09 0.65 1.04
0.10 -0.19 0.02
0.03 0.02 -0.02

Atom charges from the Löwdin analysis, given in e for atoms 1 to 6:
1 Lu 1.608
2 S 0.670
3 F 0.108
4 F 0.114
5 F 0.086
6 F 0.117

=====

(4)
C31H31N6W | wB97M-V/def2-TZVPD

orbital gap: 5.00 eV
maximum force: 0.375 eV Å⁻¹
2S+1: 1
total charge: -1

Cartesian coordinates (Å):
W -0.00545 0.16277 -0.31798
N -1.88416 -0.93240 -0.15829
N 0.42470 -0.74830 -1.76386
N 0.08564 -0.15275 1.72302
N 1.99427 1.34644 2.29735
N 2.00849 0.91296 -0.04908
N -1.80824 -1.72927 2.08686
C -0.77823 1.75508 -1.03599
C 1.36554 -2.75400 -4.66904
C -0.82188 -0.88240 2.49906
C 2.72725 1.09141 -1.20636
C 1.72260 -4.05351 -2.68133
C -1.18907 2.84203 1.21714
C -3.66648 -1.77191 -1.56035
C 0.44764 -0.40332 -4.54204
C 1.27352 -3.00670 -1.88640
C 4.35030 2.48408 -0.14926
C 2.50365 1.49469 1.11612
C 0.56310 0.24448 3.90377
C 1.77251 -3.93350 -4.06274
C 0.48754 0.18116 6.29359
C 0.94685 0.52629 2.59528
C -0.66695 4.21379 -0.79684
C -2.30185 -1.74600 0.88695
C 0.86914 -1.81446 -2.51302
C -0.53755 -0.65648 3.84370
C -4.05200 -2.68640 -0.53684
C -1.36660 2.94187 -0.30030
C -3.38808 -2.67139 0.63481
C -2.61075 -0.95823 -1.32118
C -1.12475 -1.14628 5.03799
C -0.61750 -0.73064 6.23241
C 0.90897 -1.68575 -3.91000
C 1.07355 0.66033 5.16055
C -2.86237 3.01484 -0.63081
C 3.86142 1.82140 -1.31533
C 1.21098 -3.12427 -0.39141
C 3.68937 2.32416 1.01194
H -3.32255 3.87531 -0.13556
H -2.27351 -0.27032 -2.08293
H -4.17726 -1.72483 -2.51125
H 1.91101 1.34593 5.20018
H 1.81534 -2.35084 0.09152
H 0.53125 -0.45378 -5.62801
H -3.37230 2.10945 -0.29549
H 1.39881 -2.65943 -5.74879
H -0.78765 4.32806 -1.87702
H 2.31725 0.59572 -2.07358
H -4.87155 -3.37725 -0.69688
H -1.95882 -1.83501 4.98294
H -3.64041 -3.32744 1.45632
H 2.03644 -4.97592 -2.20623
H -0.13238 2.79134 1.49248
H 2.12626 -4.75997 -4.66660
H -3.01866 3.11467 -1.70804
H 5.24174 3.09835 -0.19732
H 0.40142 4.17167 -0.57485
H 0.85847 0.48854 7.26481
H -1.61568 3.72391 1.70272
H 4.01165 2.78601 1.93508
H -1.05072 -1.09056 7.15869
H 1.03087 0.44778 -4.18432
H 0.18785 -3.00658 -0.02406
H -1.08722 5.09776 -0.30775
H -0.59246 -0.19641 -4.28049
H -1.69012 1.96078 1.62592
H 1.57871 -4.09582 -0.06250
H -0.82506 1.86825 -2.12188
H 4.36415 1.89084 -2.26922

Forces on atoms 1 to 3 (eV/Å):
-0.27 -0.21 -0.15
0.09 0.22 0.09
0.07 0.14 0.08

Atom charges from the Löwdin analysis, given in e for atoms 1 to 6:
1 W 1.618
2 N -0.064
3 N -0.157
4 N -0.056
5 N 0.113
6 N -0.069

=====

(5)
C31H32BrGeN4OPb | wB97M-V/def2-TZVPD

orbital gap: 5.70 eV
maximum force: 0.902 eV Å⁻¹
2S+1: 1
total charge: -1

Cartesian coordinates (Å):
Pb -1.49778 -1.26692 -0.69245
Br -2.29263 -3.61766 -1.80069
Ge -1.35666 1.93707 -0.48517
O -2.98756 -4.69052 3.47277
N -0.78771 -1.41072 2.19738
N 1.09034 -1.95717 -0.69694
N 1.07499 -4.22007 -1.04686
N 3.05724 -3.02862 -1.43507
C -3.91395 5.71611 -1.92944
C 3.07657 -5.48538 -1.35490
C -2.44905 3.49374 -1.02325
C 2.95410 3.34855 -2.07165
C 3.81592 -4.22477 -1.75882
C 1.78186 -0.68049 -0.53142
C -0.58861 1.82801 3.75220
C 1.62358 -5.35094 -1.75967
C -3.45556 5.66802 -0.61945
C 3.71008 -1.74060 -1.60751
C -2.25510 -3.60444 3.08179
C -2.09107 0.53220 -1.57716
C 0.81226 2.27471 -2.34603
C -1.47104 1.93368 1.48606
C -1.87446 1.77129 4.27257
C -2.28145 -3.24205 1.74732
C 2.61639 3.65638 -0.76107
C 1.73596 -3.01314 -1.04246
C -2.73045 4.56541 -0.17377
C -1.53837 -2.13648 1.35664
C -2.92166 3.55712 -2.33866
C 2.04038 2.66394 -2.86820
C -1.49422 -2.86085 3.97520
C -2.75829 1.86077 2.03227
C 0.45495 2.56316 -1.02194
C 1.37658 3.27378 -0.24951
C -3.64507 4.65620 -2.78920
C -0.78393 -1.77847 3.48028
C -0.39389 1.89941 2.37531
C -2.96208 1.78011 3.40593
C 3.29454 -0.80820 -0.48799
H 3.42669 -1.29634 -2.56982
H 3.11986 -5.61842 -0.27122
H 3.54632 -6.35014 -1.82619
H 4.79072 -4.17436 -1.26481
H -4.00564 4.68271 -3.81152
H 0.06675 -4.11556 -1.03558
H -2.88333 -4.80572 4.42338
H -1.45604 -3.11259 5.02992
H 0.26764 1.80014 4.41747
H 4.78700 -1.91419 -1.63229
H 3.62014 -1.23105 0.46775
H -0.18646 -1.17205 4.15513
H -3.66293 6.48791 0.05921
H -3.61773 1.85097 1.36866
H -2.38039 4.54475 0.85348
H 4.01153 -4.25315 -2.83883
H 3.31256 4.20109 -0.13287
H -2.86360 -3.80809 1.03003
H 1.05342 -6.23713 -1.48432
H -2.02911 1.70877 5.34384
H -3.97016 1.71791 3.79955
H 1.41822 -0.21408 0.38939
H 3.91611 3.64652 -2.47198
H -4.47999 6.57239 -2.27792
H 3.75633 0.17507 -0.60271
H 1.54646 -5.23874 -2.85089
H 0.62228 1.88816 1.99821
H 1.48533 -0.00642 -1.33679
H -2.73532 2.72123 -3.00689
H 1.13066 3.56110 0.76680
H 2.28829 2.42529 -3.89669
H 0.11926 1.70190 -2.95798

Forces on atoms 1 to 3 (eV/Å):
-0.10 0.90 -0.01
-0.07 -0.21 -0.19
-0.01 0.01 -0.15

Atom charges from the Löwdin analysis, given in e for atoms 1 to 6:
1 Pb 0.873
2 Br -0.074
3 Ge 0.665
4 O 0.050
5 N 0.034
6 N 0.001

=====

(6)
C31H32CaN3O4SSi | wB97M-V/def2-TZVPD

orbital gap: 4.87 eV
maximum force: 2.686 eV Å⁻¹
2S+1: 1
total charge: -1

Cartesian coordinates (Å):
Ca 0.09340 -1.78246 0.63858
S 2.18345 -3.81092 -0.68773
Si 0.97869 0.95931 -1.67286
O 0.40692 -0.37159 2.46634
O -3.92358 -3.97856 0.64902
O -1.78732 -3.40903 0.01534
O 0.31565 -0.00504 4.69403
N -1.63521 0.43360 -0.75729
N 1.94120 -3.20646 1.87913
N -1.36160 -2.34819 2.53133
C 3.20161 0.87232 -5.80410
C -0.92842 0.83853 -1.96704
C 4.21015 -3.41843 1.13964
C -4.30788 1.64259 -0.18338
C 3.59801 1.78666 -4.83201
C 4.64744 -3.36651 2.44055
C 1.07641 3.80915 -1.53430
C 2.98690 1.80766 -3.60357
C -0.06389 -0.53246 3.61842
C 1.08481 5.02558 -0.87353
C -3.00152 2.36112 0.24130
C 2.77550 -3.48341 0.85203
C 1.90002 2.68689 0.46681
C 2.15978 -0.02111 -5.47969
C -2.54240 -2.91697 2.26036
C -2.91324 -0.34019 -0.96530
C 2.34450 -3.26455 3.16269
C -1.73864 1.40224 0.37385
C 1.72659 -0.43433 -0.72807
C -3.44249 -2.11913 4.33775
C 3.67969 -3.42232 3.49109
C -2.67874 -3.50026 0.86484
C -1.23645 -1.47599 3.56538
C 1.97470 3.92431 1.10029
C 1.86791 1.03451 -3.32563
C 1.39758 2.64457 -0.83701
C -2.26811 -1.38537 4.53091
C -4.11225 0.57160 -1.29817
C 1.48766 5.08201 0.44864
C 1.50915 0.08925 -4.26107
C -3.58965 -2.81393 3.15993
H -2.86958 3.31322 -0.29790
H -2.81091 -1.09932 -1.79562
H 2.21122 1.73918 0.90417
H -4.10759 -4.16630 -0.31537
H 2.46496 4.01576 2.07023
H 1.93016 -1.27237 -1.42360
H -4.73157 1.11076 0.68761
H -0.97240 1.92965 -2.20448
H -3.94666 1.05501 -2.27903
H 4.88113 -3.39709 0.24274
H -1.11627 0.29030 -2.88561
H 0.79963 3.74674 -2.61632
H 1.72818 -0.75687 -6.14222
H 1.34602 5.98386 1.03215
H -0.76768 1.89911 0.59242
H 3.39427 2.53089 -2.90264
H -4.26698 -2.11374 5.00377
H 1.59838 -2.87541 3.88774
H -1.92537 0.73383 1.21016
H 4.35794 2.57712 -5.05746
H -4.49622 -3.20248 2.77913
H 0.83417 5.94710 -1.40643
H 3.95844 -3.51292 4.48834
H 2.63046 -0.15816 -0.18389
H 5.72443 -3.17680 2.65446
H -4.91703 -0.12547 -1.45330
H 0.76831 -0.64162 -4.08156
H -5.12182 2.29529 -0.50478
H -2.08052 -0.80095 5.42416
H -3.07604 -0.87749 -0.03352
H 3.75698 0.71833 -6.77096
H -3.19441 2.72615 1.26010

Forces on atoms 1 to 3 (eV/Å):
1.64 -0.03 -0.40
-0.57 -0.27 -0.56
1.94 -1.17 1.45

Atom charges from the Löwdin analysis, given in e for atoms 1 to 6:
1 Ca 1.233
2 S 0.484
3 Si 0.566
4 O -0.148
5 O 0.100
6 O 0.015

=====

Calculated total energy per entry: -2797.56629, -3219.04757, -3969.17304, -1595.64051, -6338.48551, -3031.16028 hartree
ΔE to the lowest compared entry with this formula, charge and spin per entry: 5.3, 485.3, 0.0, 2.3, 0.0, 0.0 kcal per mole